C8H16Cl2IrN2O | the ωB97M-V functional and the def2-TZVPD basis

CARTESIAN COORDINATES (ANGSTROEM)
Ir  0.449  0.790  -0.243
Cl  2.443  -0.192  -0.622
Cl  -1.585  1.977  0.380
C  -0.401  0.798  -1.912
H  -1.396  1.266  -2.173
H  0.181  0.412  -2.791
C  -0.723  -0.655  0.741
C  -0.819  -0.646  -0.712
H  -1.267  -0.021  1.476
C  -0.260  -1.808  -1.648
H  -1.933  -0.586  -0.740
C  -0.345  -3.176  -0.981
H  -0.795  -1.696  -2.612
H  0.815  -1.572  -1.826
C  0.133  -3.043  0.461
H  -1.364  -3.551  -1.015
H  0.276  -3.849  -1.569
C  -0.849  -2.103  1.161
H  0.155  -4.005  0.982
H  1.142  -2.621  0.491
H  -1.862  -2.482  0.930
H  -0.674  -2.084  2.230
N  0.674  3.835  0.157
C  1.207  3.192  1.192
N  1.483  3.806  2.333
O  1.454  1.927  1.105
H  0.578  4.824  0.137
H  0.245  3.314  -0.601
H  1.782  3.192  3.107
H  1.256  4.759  2.562

## Properties
HOMO energy (alpha / beta) in eV: -5.85 / -8.26
Energy above the lowest of the compared OMol25 structures with the same formula, charge and spin in kcal/mol: 64.49
2S+1: 6
Net charge: 0
<S²>: 8.775

Taken from the Löwdin analysis, the atomic charges in e are:
1 Ir 1.167
2 Cl 0.056
3 Cl 0.082
4 C -0.386
5 H 0.028
6 H 0.037
7 C -0.400
8 C -0.563
9 H 0.051
10 C -0.212
11 H 0.131
12 C -0.207
13 H 0.119
14 H 0.039
15 C -0.197
16 H 0.107
17 H 0.108
18 C -0.204
19 H 0.111
20 H 0.093
21 H 0.126
22 H 0.105
23 N 0.133
24 C -0.648
25 N 0.193
26 O -0.282
27 H 0.112
28 H 0.034
29 H 0.145
30 H 0.119

=====

C19H24O8 | the ωB97M-V functional and the def2-TZVPD basis

CARTESIAN COORDINATES (ANGSTROEM)
C  -6.507  -1.286  1.339
C  -5.987  -1.893  0.041
H  -6.265  -2.949  0.011
H  -6.458  -1.412  -0.817
C  -4.465  -1.803  -0.071
C  -3.892  -0.430  -0.277
C  -4.639  0.645  -0.612
C  -4.079  1.968  -0.796
O  -4.710  2.954  -1.091
O  -2.731  2.101  -0.608
C  -1.941  1.048  -0.298
C  -0.577  1.317  -0.148
C  0.279  0.257  0.156
C  -0.216  -1.039  0.290
C  -1.564  -1.278  0.154
C  -2.463  -0.247  -0.130
H  -1.920  -2.290  0.258
H  0.449  -1.865  0.485
O  1.600  0.590  0.287
C  2.519  -0.348  0.799
O  3.566  0.346  1.393
C  4.470  1.051  0.542
C  4.878  0.226  -0.689
O  6.239  0.350  -1.015
H  6.776  0.151  -0.237
C  4.508  -1.244  -0.451
O  4.902  -2.053  -1.530
H  5.688  -1.650  -1.925
C  2.990  -1.345  -0.287
O  2.601  -2.638  0.093
H  3.063  -3.259  -0.484
H  2.524  -1.073  -1.248
H  4.989  -1.598  0.478
H  4.345  0.578  -1.580
C  3.911  2.433  0.159
O  3.513  3.147  1.295
H  2.964  2.553  1.825
H  4.694  3.016  -0.329
H  3.069  2.303  -0.534
H  5.343  1.202  1.190
H  2.070  -0.922  1.623
C  -0.044  2.705  -0.321
H  0.669  2.937  0.467
H  0.475  2.789  -1.276
H  -0.856  3.425  -0.304
H  -5.704  0.593  -0.759
H  -4.130  -2.426  -0.907
H  -4.032  -2.223  0.840
H  -6.230  -0.238  1.421
H  -6.094  -1.815  2.196
H  -7.591  -1.359  1.384

## Properties
HOMO energy in eV: -8.53
Energy above the lowest of the compared OMol25 structures with the same formula, charge and spin in kcal/mol: 2.15
Structure (SMILES): CCCc1cc(=O)oc2c(C)c(O[C@@H]3O[C@H](CO)[C@@H](O)[C@H](O)[C@H]3O)ccc12
Net charge: 0

Taken from the Löwdin analysis, the atomic charges in e are:
1 C -0.102
2 C -0.257
3 H 0.108
4 H 0.102
5 C -0.158
6 C -0.139
7 C 0.064
8 C -0.438
9 O 0.114
10 O 0.123
11 C -0.131
12 C -0.100
13 C -0.185
14 C 0.011
15 C -0.003
16 C -0.100
17 H 0.111
18 H 0.101
19 O 0.018
20 C -0.271
21 O -0.012
22 C -0.217
23 C -0.277
24 O 0.007
25 H 0.113
26 C -0.278
27 O 0.008
28 H 0.100
29 C -0.245
30 O 0.004
31 H 0.109
32 H 0.175
33 H 0.177
34 H 0.173
35 C -0.205
36 O -0.036
37 H 0.088
38 H 0.139
39 H 0.114
40 H 0.168
41 H 0.178
42 C 0.004
43 H 0.080
44 H 0.096
45 H 0.085
46 H 0.121
47 H 0.132
48 H 0.120
49 H 0.066
50 H 0.075
51 H 0.072